ORCA calculation (ωB97M-V with the def2-TZVPD basis set) on a molecular structure, C28H23N5O8S3Ti.

Geometry (Å):
Ti -0.440 -0.621 -0.234
C -3.328 -2.795 -2.217
C -2.007 -2.103 -2.212
O -1.863 -1.212 -1.277
C -0.999 -2.331 -3.106
C 0.212 -1.592 -3.081
C 1.193 -1.776 -4.197
N 0.487 -0.766 -2.097
N 1.699 -0.097 -2.200
C 1.805 0.697 -1.185
O 0.836 0.822 -0.313
C 3.030 1.491 -0.958
C 3.055 2.423 0.074
C 4.196 3.180 0.297
C 5.312 3.006 -0.509
C 5.288 2.073 -1.537
C 4.152 1.315 -1.764
H -4.127 -2.054 -2.197
H -3.410 -3.386 -1.304
H -3.439 -3.443 -3.083
H -1.152 -3.041 -3.904
H 0.795 -2.448 -4.952
H 2.122 -2.184 -3.797
H 1.447 -0.817 -4.645
H 2.180 2.543 0.698
H 4.213 3.904 1.101
H 6.203 3.595 -0.335
H 6.161 1.934 -2.162
H 4.122 0.582 -2.558
O 1.178 -4.187 0.210
S 0.649 -2.976 0.742
O 1.259 -1.715 0.205
O -0.790 -2.725 0.528
C 1.063 -2.912 2.468
C 2.048 -3.798 2.868
C 2.592 -3.719 4.146
C 2.163 -2.736 5.013
C 1.165 -1.849 4.620
C 0.600 -1.935 3.360
S -0.808 -0.877 3.087
O -0.734 0.187 4.047
O -1.956 -1.736 3.116
O -0.587 -0.302 1.704
H 2.398 -4.542 2.167
H 3.358 -4.420 4.447
H 2.591 -2.655 6.003
H 0.806 -1.085 5.294
N -3.114 2.824 0.523
C -2.373 3.399 -0.493
C -2.362 4.686 -1.018
C -1.530 4.907 -2.094
C -0.750 3.874 -2.635
C -0.762 2.601 -2.104
C -1.575 2.368 -0.996
N -1.813 1.208 -0.255
C -2.760 1.516 0.604
C -3.470 0.623 1.528
C -3.746 0.930 2.828
S -4.653 -0.332 3.521
C -4.660 -1.135 2.012
N -3.994 -0.554 1.063
H -3.868 3.238 1.040
H -2.985 5.471 -0.610
H -1.491 5.891 -2.543
H -0.125 4.081 -3.493
H -0.170 1.816 -2.548
H -3.388 1.764 3.407
H -5.151 -2.089 1.893

As for the HOMO energy: -8.143 eV. As for the spin multiplicity: 1. Its HOMO-LUMO gap is 7.7909 eV.